87
Properties=species:S:1:pos:R:3:forces:R:3:lowdin_charge:R:1 method="wB97M-V/def2-TZVPD" homo_lumo_gap_ha=0.28310 charge=0 max_force_ev_per_a=1.4
Pd 0.3520 -1.2061 -0.0297 0.589 0.626 0.286 0.537
C 0.9759 0.6590 3.8114 -0.030 0.118 0.097 -0.093
C -0.1578 -0.3565 4.0661 0.673 -0.277 -0.129 -0.681
C 0.4570 -1.5449 4.8310 0.030 0.068 -0.022 -0.101
C -1.2436 0.2938 4.9227 -0.037 -0.030 0.085 -0.076
P -0.6836 -0.8622 2.3374 -0.797 -0.015 -1.133 1.147
C -1.4494 0.7399 1.7664 0.106 0.072 0.002 -0.260
N -0.4325 1.4224 1.0065 -0.007 0.391 -0.012 -0.007
B 0.5375 0.7395 0.2386 -0.437 -0.721 -0.594 -0.646
N 1.1954 1.6585 -0.6068 0.080 0.417 0.393 0.009
C 2.0186 1.2763 -1.7169 -0.212 -0.015 -0.227 -0.268
P 2.0831 -0.5767 -1.7007 0.481 -0.002 1.168 1.136
C 2.2576 -0.9962 -3.4999 -0.486 -0.376 -0.027 -0.686
C 0.8337 -0.8429 -4.0704 0.054 0.019 -0.136 -0.103
C 3.2052 -0.0799 -4.2755 -0.018 0.045 -0.104 -0.078
C 2.6615 -2.4704 -3.6509 0.044 0.066 -0.118 -0.094
C 3.7270 -0.9038 -0.7956 0.036 -0.192 -0.303 -0.677
C 3.7527 -0.0524 0.4748 0.052 0.157 0.005 -0.106
C 3.7840 -2.3810 -0.3707 0.253 0.131 -0.179 -0.106
C 4.9771 -0.5702 -1.6166 0.028 0.116 0.040 -0.093
C 0.5744 2.9023 -0.4092 0.219 -0.145 -0.016 -0.151
C 0.8035 4.1218 -1.0127 0.023 0.077 -0.056 -0.007
C 0.0174 5.2080 -0.6246 -0.009 -0.052 0.007 -0.095
C -0.9653 5.0701 0.3491 0.025 -0.056 -0.014 -0.098
C -1.1959 3.8384 0.9651 -0.052 0.066 0.011 -0.014
C -0.4228 2.7620 0.5765 -0.073 -0.267 0.120 -0.147
C -2.1514 -2.0652 2.3357 0.004 0.000 0.255 -0.683
C -3.4850 -1.4470 2.7756 0.009 -0.034 0.118 -0.077
C -2.3149 -2.5867 0.9038 -0.315 0.141 0.050 -0.120
C -1.8285 -3.2801 3.2163 -0.020 0.077 0.063 -0.099
H 1.3316 1.0473 4.7728 -0.040 -0.069 -0.069 0.093
H 0.6509 1.5074 3.2034 0.029 -0.077 0.106 0.075
H 1.8201 0.1867 3.3018 -0.044 0.016 0.023 0.075
H 1.1063 -1.1539 5.6221 -0.057 -0.028 -0.065 0.086
H 1.0682 -2.1825 4.1850 -0.036 0.073 0.025 0.080
H -0.2976 -2.1646 5.3118 -0.007 -0.006 -0.046 0.064
H -0.8456 0.4116 5.9367 -0.038 0.023 -0.073 0.093
H -2.1448 -0.3160 4.9924 0.076 0.012 0.035 0.064
H -1.5255 1.2883 4.5716 0.031 -0.098 0.011 0.076
H -1.7778 1.3545 2.5988 -0.122 0.029 0.128 0.083
H -2.3189 0.5054 1.1505 0.006 0.023 -0.151 0.076
H 3.0288 1.6883 -1.6670 0.049 0.112 -0.009 0.094
H 1.5420 1.6021 -2.6425 -0.024 -0.027 -0.057 0.091
H 0.4541 0.1766 -3.9867 0.054 -0.131 -0.013 0.060
H 0.1232 -1.4878 -3.5468 0.032 0.035 -0.008 0.080
H 0.8482 -1.1288 -5.1284 0.027 0.002 0.073 0.090
H 3.0084 0.9796 -4.0849 0.014 -0.154 -0.074 0.078
H 3.0414 -0.2535 -5.3442 0.023 0.025 0.052 0.092
H 4.2527 -0.2795 -4.0661 -0.024 0.014 -0.020 0.059
H 2.0259 -3.1235 -3.0458 0.021 0.047 -0.031 0.083
H 3.7026 -2.6544 -3.3830 -0.021 0.023 0.013 0.061
H 2.5329 -2.7635 -4.6991 0.022 0.025 0.100 0.089
H 2.9073 -0.2784 1.1233 -0.087 -0.028 0.041 0.045
H 3.7452 1.0219 0.2615 0.025 -0.152 0.066 0.083
H 4.6709 -0.2835 1.0253 -0.049 0.037 -0.028 0.091
H 2.9052 -2.6495 0.2003 -0.303 -0.068 0.213 0.048
H 4.6606 -2.5460 0.2684 -0.067 0.043 -0.112 0.089
H 3.8565 -3.0605 -1.2220 0.007 0.055 0.036 0.064
H 4.9431 0.4492 -2.0128 0.045 -0.083 0.038 0.077
H 5.1255 -1.2595 -2.4477 -0.028 0.019 0.033 0.064
H 5.8615 -0.6418 -0.9735 -0.076 -0.009 -0.027 0.088
H 1.5620 4.2271 -1.7820 -0.075 -0.003 0.069 0.112
H 0.1696 6.1705 -1.0987 -0.004 -0.056 0.032 0.098
H -1.5697 5.9257 0.6269 0.041 -0.056 -0.015 0.098
H -1.9747 3.7280 1.7129 0.056 0.007 -0.062 0.108
H -3.7068 -0.5058 2.2687 -0.011 -0.102 0.016 0.069
H -3.5202 -1.2712 3.8510 -0.011 0.013 -0.037 0.065
H -4.2946 -2.1433 2.5343 0.038 0.029 0.025 0.092
H -2.6129 -1.8211 0.1872 0.124 0.042 -0.016 0.052
H -3.0748 -3.3770 0.9009 -0.008 0.128 0.043 0.094
H -1.4020 -3.0518 0.5518 0.392 -0.152 -0.178 0.059
H -1.8461 -3.0376 4.2775 0.001 0.011 0.006 0.062
H -0.8532 -3.7142 2.9756 -0.051 0.032 -0.002 0.084
H -2.5883 -4.0476 3.0447 0.035 0.008 0.001 0.088
Br -6.8511 0.4593 -0.3705 -0.034 0.000 0.017 0.713
C -5.5258 0.7585 -1.6913 0.042 -0.024 0.069 -0.670
C -5.8871 1.2427 -2.9360 0.209 0.056 -0.245 -0.197
N -4.9823 1.4700 -3.8916 0.169 -0.104 0.264 0.071
C -3.6966 1.2283 -3.6062 -0.358 0.189 -0.154 -0.075
C -3.2546 0.7295 -2.3890 0.124 -0.073 0.043 -0.103
C -4.2009 0.4822 -1.4128 -0.105 -0.099 0.118 -0.064
C -1.7798 0.4567 -2.1390 0.549 -0.177 0.058 -0.593
O -0.9600 1.1874 -2.7213 -0.381 -0.244 0.355 0.000
O -1.5323 -0.5209 -1.3517 -0.464 0.497 -0.224 -0.118
H -6.9262 1.4509 -3.1729 0.089 -0.013 0.017 0.100
H -2.9738 1.4417 -4.3842 -0.010 -0.001 0.002 0.118
H -3.9038 0.0704 -0.4562 -0.010 0.005 -0.040 0.087